(1)
The following is a DFT calculation (ωB97M-V/def2-TZVPD) of a molecular structure, C10H26AsF6N2O3Rb in a non-equilibrium geometry.

Results
- spin multiplicity = 1
- HOMO (eV) = -9.6

Positions of all 49 atoms, in Å:
Rb -0.81 -0.91 -1.36
As 1.85 0.74 -4.60
F 3.33 0.45 -3.76
F 1.51 2.05 -3.51
F 0.37 1.00 -5.37
F 2.12 -0.63 -5.59
F 1.02 -0.30 -3.46
F 2.63 1.81 -5.70
C 1.18 3.49 0.18
C 0.23 2.29 0.09
C -1.17 2.72 -0.32
O -1.96 1.54 -0.52
C -3.33 1.78 -0.25
N 0.77 1.38 -0.92
H 2.16 3.15 0.51
H 0.82 4.25 0.89
H 1.24 3.97 -0.80
H 0.28 1.76 1.04
H -1.06 3.33 -1.22
H -1.53 3.27 0.56
H -3.55 1.74 0.83
H -3.93 1.04 -0.77
H -3.67 2.78 -0.54
H 0.95 1.73 -1.87
H 1.68 1.09 -0.58
C 3.42 -0.31 1.00
O 2.33 -1.08 1.40
C 2.23 -2.27 0.64
C 1.28 -3.25 1.28
N -0.14 -2.95 1.04
C -0.62 -2.02 2.09
C -2.01 -1.50 1.83
O -2.95 -2.53 2.13
C -4.24 -2.06 2.44
H 3.39 -0.18 -0.09
H 4.39 -0.65 1.35
H 3.24 0.70 1.38
H 3.20 -2.78 0.53
H 1.87 -2.02 -0.37
H 1.48 -3.23 2.36
H 1.55 -4.23 0.87
H -0.66 -3.81 1.13
H 0.06 -1.17 2.13
H -0.63 -2.55 3.05
H -2.25 -1.19 0.80
H -2.20 -0.64 2.49
H -4.33 -1.58 3.43
H -4.93 -2.90 2.40
H -4.62 -1.31 1.72

(2)
The following is a DFT calculation (ωB97M-V/def2-TZVPD) of 3 unconnected molecules or ions with the total composition C10H26B2O8P in a non-equilibrium geometry.

Results
- spin multiplicity = 1
- HOMO (eV) = -4.0
- net charge = -1
- relative energy (zero: lowest compared OMol25 entry of this formula, charge and spin) (kcal per mole) = 13.5

Positions of all 47 atoms, in Å:
C 5.80 1.28 0.29
O 4.69 1.93 0.88
B 4.10 2.90 0.02
O 4.87 3.77 -0.83
B 2.41 3.07 0.03
O 2.00 2.71 1.45
C 1.93 4.62 -0.21
O 1.75 5.03 -1.58
O 2.67 6.07 -1.92
P 1.58 1.74 -1.11
O 1.35 2.12 -2.58
H 6.45 0.85 1.09
H 6.45 1.96 -0.29
H 5.48 0.41 -0.33
H 5.16 4.48 -0.25
H 1.04 2.74 1.47
H 1.04 4.87 0.43
H 2.74 5.27 0.19
H 3.32 5.60 -2.45
H 0.39 1.23 -0.46
H 2.47 0.60 -1.13
C 0.35 -3.68 0.04
C -0.66 -3.16 1.05
C 0.03 -1.90 1.55
O 0.82 -1.40 0.47
C 0.89 -2.40 -0.56
H -0.08 -4.35 -0.70
H 1.15 -4.22 0.56
H -1.59 -2.89 0.54
H -0.89 -3.86 1.85
H 0.70 -2.12 2.39
H -0.68 -1.13 1.87
H 0.28 -2.06 -1.40
H 1.92 -2.49 -0.90
C -6.01 -2.74 -0.56
C -6.16 -1.40 0.13
C -5.02 -1.44 1.14
O -3.98 -2.23 0.55
C -4.50 -2.90 -0.60
H -6.46 -2.78 -1.55
H -6.45 -3.53 0.05
H -6.00 -0.59 -0.58
H -7.14 -1.25 0.60
H -5.33 -1.92 2.07
H -4.64 -0.44 1.38
H -4.07 -2.42 -1.49
H -4.18 -3.95 -0.59

(3)
The following is a DFT calculation (ωB97M-V/def2-TZVPD) of a molecular structure, C10H26Cl2NO3P2W in a non-equilibrium geometry.

Results
- spin multiplicity = 3
- HOMO (spin up / spin down) (eV) = -17.5 / -17.5
- net charge = +3
- <S²> = 2.015
- relative energy (zero: lowest compared OMol25 entry of this formula, charge and spin) (kcal per mole) = 18.6

Positions of all 45 atoms, in Å:
C -5.05 -1.22 -2.05
C -4.46 -1.44 -0.78
H -6.15 -1.34 -1.97
H -4.61 -1.93 -2.78
H -4.77 -0.17 -2.34
O -4.10 -1.51 0.33
Cl -1.14 -0.07 -3.72
W 0.42 -0.03 -2.11
P 0.34 -1.93 -0.93
C 0.58 -2.38 0.81
C -0.91 -3.13 -1.44
H -0.62 -4.10 -1.00
H 1.90 -3.70 -1.32
H -0.95 -3.22 -2.53
H 2.06 -2.49 -2.65
H -0.21 -1.97 1.44
H -1.91 -2.87 -1.06
C 1.93 -2.63 -1.57
H 0.63 -3.47 0.92
H 2.78 -2.18 -1.05
H 1.51 -1.92 1.16
P -0.50 1.78 -0.73
C -0.55 2.41 1.00
C 0.74 3.04 -1.28
H -2.20 2.46 -2.32
H -1.99 3.68 -1.02
H -2.92 2.21 -0.72
C -2.05 2.61 -1.26
H 0.97 2.94 -2.34
H 0.28 4.01 -1.05
H -1.08 3.38 1.00
H 0.47 2.55 1.36
H 1.66 2.94 -0.69
H -1.07 1.72 1.68
Cl 2.62 0.49 -2.06
N 3.69 1.11 3.88
C 2.49 0.30 3.63
C 2.06 0.72 2.23
O 2.67 1.73 1.79
O 1.14 0.02 1.73
H 4.43 0.71 3.27
H 3.92 1.00 4.87
H 3.54 2.09 3.56
H 2.70 -0.76 3.75
H 1.69 0.57 4.35

(4)
The following is a DFT calculation (ωB97M-V/def2-TZVPD) of a molecular structure, C10H26Cl4OSi2.

Results
- spin multiplicity = 1
- HOMO (eV) = -10.0

Positions of all 43 atoms, in Å:
C 4.62 2.26 2.26
C 3.57 3.35 2.03
C 3.23 3.64 0.56
C 2.09 2.81 -0.02
C 2.31 1.29 -0.08
C 1.76 0.53 1.12
Si -0.10 0.67 1.32
O -0.37 1.88 2.48
Si -1.75 2.79 2.20
H 4.95 1.80 1.34
H 5.49 2.68 2.77
H 4.26 1.45 2.89
H 2.64 3.12 2.55
H 3.96 4.27 2.46
H 2.90 4.67 0.52
H 4.13 3.57 -0.05
H 1.19 3.07 0.52
H 1.94 3.15 -1.04
H 1.91 0.89 -1.00
H 3.39 1.11 -0.13
H 1.99 -0.53 1.01
H 2.20 0.85 2.05
H -0.79 1.14 0.09
H -0.72 -0.59 1.78
H -2.87 1.88 1.93
H -1.53 3.63 1.01
H -2.02 3.64 3.37
Cl 0.69 -1.88 -1.09
C -0.62 -2.92 -1.72
C -1.35 -2.29 -2.87
Cl -2.29 -0.87 -2.35
H -1.29 -3.14 -0.90
H -0.16 -3.86 -2.04
H -2.05 -3.00 -3.29
H -0.66 -1.97 -3.65
Cl -4.28 -4.76 -3.95
C -5.21 -5.39 -2.57
C -5.18 -4.46 -1.39
Cl -3.57 -4.35 -0.64
H -4.81 -6.36 -2.31
H -6.24 -5.51 -2.91
H -5.86 -4.82 -0.62
H -5.48 -3.45 -1.67

(5)
The following is a DFT calculation (ωB97M-V/def2-TZVPD) of 10 unconnected molecules or ions with the total composition C10H26Cl8N6O12 in a non-equilibrium geometry.

Results
- spin multiplicity = 1
- HOMO (eV) = -10.5
- SMILES string = C[N+](=O)[O-].C[N+](=O)[O-].C[N+](=O)[O-].C[N+](=O)[O-].C[N+](=O)[O-].C[N+](=O)[O-].ClCCl.ClCCl.ClCCl.ClCCl
- relative energy (zero: lowest compared OMol25 entry of this formula, charge and spin) (kcal per mole) = 4.2

Positions of all 62 atoms, in Å:
C 2.84 14.76 -2.14
N 3.01 13.31 -2.45
O 4.10 12.90 -2.78
O 2.02 12.63 -2.37
H 2.60 14.83 -1.08
H 2.04 15.12 -2.77
H 3.76 15.29 -2.37
C 6.75 10.90 -1.16
N 7.78 11.20 -0.11
O 7.66 10.68 0.97
O 8.67 11.96 -0.44
H 7.29 10.85 -2.10
H 6.04 11.72 -1.11
H 6.25 9.97 -0.89
C -0.27 12.60 0.28
N -0.07 13.53 -0.83
O -0.37 13.16 -1.94
O 0.41 14.62 -0.58
H -0.41 11.59 -0.08
H -1.22 12.93 0.72
H 0.52 12.69 1.01
C 3.06 9.78 -2.04
N 1.73 9.28 -1.66
O 1.25 8.36 -2.26
O 1.22 9.85 -0.70
H 3.77 8.96 -1.93
H 3.38 10.70 -1.59
H 3.04 9.90 -3.12
C 2.02 11.80 -5.49
N 0.64 11.85 -4.91
O 0.37 10.99 -4.10
O -0.11 12.69 -5.33
H 2.65 11.08 -4.99
H 2.48 12.77 -5.30
H 1.96 11.62 -6.56
C 1.07 5.60 -1.94
N 0.92 4.23 -1.36
O 0.39 4.15 -0.27
O 1.34 3.28 -2.00
H 0.71 6.29 -1.18
H 0.48 5.66 -2.84
H 2.13 5.70 -2.16
Cl 3.31 11.97 1.07
C 3.35 10.41 1.97
Cl 4.88 9.58 1.89
H 3.12 10.68 2.99
H 2.60 9.77 1.50
Cl -2.03 8.08 -2.27
C -1.86 9.83 -2.13
Cl -3.16 10.56 -1.18
H -0.94 9.99 -1.58
H -1.82 10.30 -3.11
Cl 5.22 10.36 -4.91
C 4.90 9.21 -6.17
Cl 4.16 7.74 -5.52
H 4.19 9.64 -6.87
H 5.85 9.00 -6.66
Cl 4.84 5.36 -2.70
C 6.39 6.19 -2.86
Cl 6.22 7.96 -2.83
H 7.04 5.90 -2.04
H 6.87 5.94 -3.80

> spin multiplicity of number 4 (C10H26Cl4OSi2)?

1